1.
Here is a molecular structure, C29H26F5N2OPReS at a distorted geometry from the OMol25 dataset. Energies are from ωB97M-V with the def2-TZVPD basis set.

## Properties
Orbital gap (spin up / spin down) in Eh: 0.1932 / 0.2163
E_tot in a.u.: -2621.9186
E_HOMO (spin up / spin down) in eV: -14.093 / -14.200

Structure (ORCA input):
```
! RIJCOSX wB97M-V def2-TZVPD def2/J DEFGRID3
* xyz 2 2
Re -0.97824 0.68065 -1.31510
C -5.40029 -2.79393 2.73306
C -4.12513 -3.34180 2.75986
C -3.09864 -2.75342 2.04887
C -3.35043 -1.59531 1.30822
C -4.62555 -1.03755 1.28341
C -5.64786 -1.64713 1.99003
P -2.00693 -1.00373 0.24847
C -0.45172 -1.59603 0.97225
C 0.58284 -2.03443 0.14035
C 1.80775 -2.35077 0.69306
C 2.02030 -2.19927 2.05624
C 0.99699 -1.75526 2.88240
C -0.23749 -1.44419 2.34384
C -2.25485 -1.81714 -1.37125
C -3.06403 -2.86770 -1.75825
C -3.08753 -3.20574 -3.10735
C -2.35366 -2.48498 -4.04267
C -1.55586 -1.41619 -3.65428
C -1.53829 -1.03594 -2.31385
H -6.19913 -3.26339 3.28687
H -3.92167 -4.23921 3.32462
H -2.11545 -3.19960 2.04646
H -4.82104 -0.14031 0.71578
H -6.64051 -1.22665 1.95993
H 0.40288 -2.15748 -0.92024
H 2.60222 -2.72745 0.06918
H 2.98543 -2.42626 2.47825
H 1.16713 -1.64907 3.94226
H -1.04006 -1.09973 2.98344
H -3.64196 -3.42411 -1.03560
H -3.67237 -4.05675 -3.42624
H -2.39635 -2.76086 -5.08584
H -0.98458 -0.87026 -4.39288
C 4.26998 -0.57357 -1.18643
C 4.05026 0.31408 -2.40569
N 2.63344 0.58286 -2.62639
C 1.92012 1.67952 -2.50248
S 0.26380 1.60301 -3.14011
N 2.28544 2.86050 -2.05466
C 3.56205 3.35523 -1.54545
C 3.36501 4.76320 -1.00603
H 5.33484 -0.63267 -0.97786
H 3.90869 -1.57971 -1.37499
H 3.76059 -0.17797 -0.31033
H 4.42395 -0.19558 -3.29819
H 4.59602 1.24643 -2.30130
H 2.11118 -0.22746 -2.94184
H 1.58249 3.58746 -2.13071
H 4.29528 3.37876 -2.35788
H 3.92009 2.69543 -0.74947
H 2.89518 5.41091 -1.74302
H 4.32861 5.19996 -0.75320
H 2.75310 4.75119 -0.10868
F -0.51483 4.34776 4.27492
C -0.24745 3.57920 3.23715
C 0.86064 2.72438 3.26267
F 1.64338 2.69019 4.32783
C 1.13411 1.89244 2.18346
F 2.18858 1.07778 2.20515
C 0.30928 1.89279 1.03757
O 0.54511 1.13303 0.00234
C -0.78591 2.78006 1.05218
F -1.54159 2.74610 -0.09447
C -1.07981 3.61692 2.11078
F -2.12755 4.41872 2.07184
*
```

2.
Here is a molecular structure, C29H26IrN6O14Se at a distorted geometry from the OMol25 dataset. Energies are from ωB97M-V with the def2-TZVPD basis set.

## Properties
Orbital gap (spin up / spin down) in Eh: 0.2395 / 0.2381
E_tot in a.u.: -5008.1633
E_HOMO (spin up / spin down) in eV: -5.951 / -5.934

Structure (ORCA input):
```
! RIJCOSX wB97M-V def2-TZVPD def2/J DEFGRID3
* xyz -1 1
Ir -0.96999 0.70785 -1.13800
O 2.15124 2.38783 1.20704
C 1.60733 1.81289 0.26476
O 0.32306 1.72648 0.13984
C 2.48327 1.18519 -0.77206
C 3.77942 1.63330 -0.85172
C 4.62399 1.18885 -1.85469
C 4.17412 0.28265 -2.78365
C 2.90502 -0.23329 -2.67390
C 1.98637 0.19032 -1.64854
O 0.79757 -0.32329 -1.54913
N 2.54430 -1.25246 -3.67072
O 1.74547 -2.11699 -3.37068
O 3.10789 -1.19387 -4.75923
N 5.99499 1.68584 -1.93575
O 6.37075 2.47648 -1.08645
O 6.70269 1.28067 -2.84772
H 4.12498 2.34404 -0.11491
H 4.81889 -0.04707 -3.58392
O -3.84974 -0.64199 -3.79495
C -3.29347 0.16774 -3.07943
O -2.49886 -0.17343 -2.09496
C -3.56424 1.63979 -3.28129
C -4.47726 1.97912 -4.25887
C -4.74704 3.30374 -4.56306
C -4.10702 4.31533 -3.87246
C -3.23844 3.98372 -2.87473
C -2.90331 2.64072 -2.53032
O -2.01200 2.44227 -1.60380
N -2.62029 5.08874 -2.12206
O -2.66794 5.04955 -0.90667
O -2.12259 6.00363 -2.77241
N -5.70482 3.64126 -5.61118
O -6.27234 2.73193 -6.19643
O -5.89680 4.82854 -5.85605
H -4.97795 1.18727 -4.79385
H -4.30716 5.35078 -4.10442
C -1.82279 -1.01715 5.10534
C -1.96175 0.51357 5.11603
C -0.65851 1.27636 4.83131
C -0.23409 1.31574 3.36237
N 0.18759 0.00554 2.84519
C -0.41682 -0.69598 1.88378
Se -2.01503 -0.23347 1.01095
N 0.29001 -1.81758 1.62881
C -0.13155 -2.77045 0.57128
C 0.55668 -4.12675 0.61791
C -0.17463 -5.13589 -0.27255
C -0.22266 -4.73114 -1.74400
C 1.45464 -1.78408 2.40081
C 2.56351 -2.62715 2.50834
C 3.56852 -2.25144 3.37535
C 3.49866 -1.06209 4.11802
C 2.40412 -0.23212 4.02188
C 1.38321 -0.62385 3.16496
H -2.69915 -1.47906 5.56622
H -0.93820 -1.33470 5.66418
H -1.74703 -1.40853 4.09079
H -2.32163 0.81887 6.10013
H -2.71548 0.80940 4.38025
H 0.14410 0.85124 5.44181
H -0.79121 2.31677 5.13451
H 0.60031 1.98990 3.21231
H -1.05479 1.65826 2.74368
H 0.03604 -2.30791 -0.39452
H -1.20079 -2.90877 0.69407
H 0.57140 -4.50593 1.64405
H 1.58461 -4.03032 0.25837
H -1.19035 -5.28009 0.10614
H 0.34498 -6.09089 -0.18253
H -0.91080 -3.89899 -1.91340
H -0.55425 -5.56821 -2.36059
H 0.76091 -4.42279 -2.08913
H 2.66312 -3.53507 1.93468
H 4.44619 -2.88206 3.46586
H 4.32606 -0.78287 4.75990
H 2.36677 0.71556 4.54381
*
```

3.
Here is a molecular structure, C29H26IrN6O6 from the OMol25 dataset. Energies are from ωB97M-V with the def2-TZVPD basis set.

## Properties
Orbital gap (spin up / spin down) in Eh: 0.2004 / 0.2077
E_tot in a.u.: -2004.4405
E_HOMO (spin up / spin down) in eV: -11.093 / -14.078

Structure (ORCA input):
```
! RIJCOSX wB97M-V def2-TZVPD def2/J DEFGRID3
* xyz 2 6
Ir -0.24352 -0.08909 -0.16144
O 7.49756 -0.14108 -0.97869
C 7.45352 0.06972 0.15976
O 7.38305 0.29068 1.29505
C 4.29006 0.03912 0.01956
C 3.61624 0.23449 1.24463
C 2.26302 0.18729 1.15217
N 1.66919 -0.02632 -0.07281
C 2.35543 -0.17051 -1.28225
C 3.76350 -0.16050 -1.20931
C 1.51438 -0.24675 -2.42329
C 1.96540 -0.34463 -3.75352
C 1.06491 -0.31555 -4.78413
C -0.30730 -0.17743 -4.51054
C -0.71046 -0.10992 -3.20335
N 0.15644 -0.17171 -2.17834
C 1.28160 0.28484 2.24696
C 1.61729 0.49205 3.57300
C 0.61756 0.52515 4.52920
C -0.70409 0.35080 4.14344
C -0.98309 0.15563 2.80688
N -0.01756 0.12784 1.88318
H 4.14184 0.38396 2.17585
H 4.37929 -0.28679 -2.09039
H 3.02505 -0.42473 -3.95005
H 1.41056 -0.38202 -5.80657
H -1.03727 -0.11608 -5.30343
H -1.75116 0.00923 -2.93305
H 2.65298 0.61700 3.85306
H 0.86804 0.68011 5.56981
H -1.50885 0.36308 4.86375
H -1.99353 0.01809 2.44465
C -0.22097 6.88254 -0.14071
O -1.52244 6.41188 0.21717
C -1.73381 5.09738 0.21740
C -3.04281 4.69989 0.57668
C -3.42325 3.34011 0.59161
C -2.54075 2.33344 0.27777
C -2.96791 0.94895 0.25739
C -4.34063 0.53044 0.65519
O -2.22699 0.04715 -0.39668
C -1.17258 2.75376 -0.03602
O -0.21814 1.91471 -0.26904
C -0.81302 4.12259 -0.08065
H -0.27291 7.96402 -0.08872
H 0.03110 6.57221 -1.15609
H 0.52557 6.51373 0.56474
H -3.75773 5.47071 0.83422
H -4.44696 3.10510 0.84516
H -4.62481 0.92498 1.63335
H -4.38963 -0.55649 0.70100
H -5.09859 0.86883 -0.06135
H 0.21213 4.34652 -0.33638
C -1.52117 -5.33095 -1.25363
N -0.78168 -4.20859 -0.69524
C 0.29769 -4.34995 0.26627
C 0.55515 -2.91279 0.67608
O 1.36685 -2.52349 1.46480
N -0.33520 -2.10562 -0.05358
C -1.12943 -2.93290 -0.79113
N -2.15756 -2.48807 -1.49473
H -0.87683 -6.20569 -1.24000
H -1.78326 -5.13397 -2.29247
H -2.42066 -5.54497 -0.67415
H 1.19476 -4.78723 -0.17405
H -0.00164 -4.94660 1.12985
H -2.47657 -1.53925 -1.31541
H -2.77511 -3.13486 -1.95583
*
```

4.
Here is a molecular structure, C29H27AsF2N5O3PS4SeTl from the OMol25 dataset. Energies are from ωB97M-V with the def2-TZVPD basis set.

## Properties
Orbital gap in Eh: 0.2275
Energy above the lowest of the compared OMol25 structures with the same formula, charge and spin in eV: 0.000
E_tot in a.u.: -8564.5664
E_HOMO in eV: -4.348

Structure (ORCA input):
```
! RIJCOSX wB97M-V def2-TZVPD def2/J DEFGRID3
* xyz -1 1
Tl 1.05095 -0.35499 1.06543
F -4.14518 -1.62481 2.17986
C -3.00319 -1.98614 1.55295
C -1.86568 -1.22237 1.71789
C -0.71051 -1.60580 1.05446
C -0.67199 -2.74886 0.23693
C -1.86467 -3.45234 0.10263
F -1.94232 -4.53135 -0.71326
C -3.03505 -3.10279 0.74548
C 0.58444 -3.12592 -0.48091
C 0.84561 -4.38180 -1.02454
C 2.05633 -4.58876 -1.66641
C 2.98618 -3.56538 -1.74684
C 2.67162 -2.35487 -1.15236
N 1.50107 -2.16097 -0.55589
H -1.87837 -0.32837 2.33053
H -3.93663 -3.68105 0.60416
H 0.12797 -5.18108 -0.94449
H 2.27349 -5.55961 -2.09519
H 3.94313 -3.69968 -2.23116
H 3.37122 -1.52168 -1.12756
Se 3.03692 6.05259 4.47404
N 1.95569 5.82338 3.07092
C 1.47740 4.61617 3.16062
C 0.53798 4.04997 2.19876
C 0.12679 4.75163 1.06933
C -0.77687 4.16198 0.21473
C -1.25234 2.89192 0.52981
N -0.87023 2.20606 1.59339
C 0.03120 2.76515 2.40937
C 0.52257 1.94604 3.54268
N 0.11755 0.67111 3.59396
C 0.55984 -0.09259 4.57995
C 1.42254 0.35758 5.57249
C 1.86988 1.65716 5.50604
C 1.41719 2.47518 4.47604
C 1.88953 3.84503 4.31239
N 2.68870 4.43662 5.15135
H 0.53656 5.73513 0.88201
H -1.11157 4.66084 -0.68483
H -1.97084 2.40347 -0.12155
H 0.23471 -1.12813 4.56037
H 1.76389 -0.31806 6.34424
H 2.58279 2.05516 6.21554
S 5.39132 0.48640 -0.33409
As 3.95901 1.13475 1.05393
S 2.02680 1.55617 -0.08277
S 3.21142 -0.64173 2.25123
S 4.34993 2.76455 2.31611
C -4.91274 -0.44541 -1.29102
C -3.57582 0.24828 -1.40926
O -2.71744 -0.55119 -2.22320
P -1.10964 -0.25387 -2.09725
O -0.58886 -1.58037 -2.85951
C -1.08451 -2.00030 -4.13567
C -0.19374 -3.11862 -4.62631
O -1.02399 0.89534 -3.26022
C 0.13526 1.75429 -3.23379
C 1.37652 1.05539 -3.74380
H -5.59403 0.15041 -0.68165
H -4.79175 -1.42187 -0.82208
H -5.35619 -0.58588 -2.27743
H -3.12360 0.38415 -0.41956
H -3.69090 1.23498 -1.87065
H -1.07361 -1.15131 -4.82286
H -2.11754 -2.33494 -4.02120
H 0.83669 -2.77239 -4.71511
H -0.53115 -3.47163 -5.60275
H -0.21292 -3.95370 -3.92544
H 0.30142 2.11397 -2.21457
H -0.12638 2.60567 -3.86264
H 1.65211 0.22862 -3.08748
H 2.21714 1.75061 -3.74905
H 1.21887 0.67485 -4.75533
*
```

Question: What is the E_tot in the first record?
Answer: -2621.9186 a.u.